Record 1
CH2N4P | wB97M-V/def2-TZVPD

Computed properties:
- HOMO-LUMO gap (spin up / spin down): 7.5 / 7.5 eV
- SMILES: [N-]=N/N=N\C#[PH2]
- Energy above the lowest of the compared OMol25 structures with the same formula, charge and spin: 76.41 kcal/mol
- Total charge: -1
- Electronic energy: -599.56282 a.u.

CARTESIAN COORDINATES (ANGSTROEM)
N -1.212 -0.958 -1.326
N -2.119 -0.398 -0.767
N -1.992 0.642 0.084
N -0.777 1.004 0.307
C 0.202 0.311 -0.123
P 1.925 0.382 0.279
H 2.107 -0.938 -0.001
H 1.865 -0.045 1.547

The Löwdin scheme yields these atomic charges, measured in e: number 1, N, carries -0.010; number 2, N, carries -0.298; number 3, N, carries -0.226; number 4, N, carries -0.202; number 5, C, carries -0.571; number 6, P, carries 0.654; number 7, H, carries -0.160; number 8, H, carries -0.186

***

Record 2
C7H13N2 | wB97M-V/def2-TZVPD

Computed properties:
- HOMO-LUMO gap: 8.9 eV
- Energy above the lowest of the compared OMol25 structures with the same formula, charge and spin: 89.86 kcal/mol
- Total charge: +1
- Electronic energy: -383.67399 a.u.

CARTESIAN COORDINATES (ANGSTROEM)
C -1.495 -0.951 -1.002
C 2.771 0.535 0.277
C 0.138 1.194 -0.635
C 2.594 -1.031 0.521
C -1.075 1.086 0.334
C -2.876 -0.471 0.880
C 1.270 0.379 -0.030
N 1.255 -0.923 0.010
N -1.899 -0.197 0.112
H -0.369 -1.139 -1.035
H -2.098 -1.898 -1.134
H 3.091 1.116 1.112
H 3.310 0.846 -0.534
H -0.111 0.903 -1.634
H 0.359 2.338 -0.768
H 3.385 -1.667 -0.049
H 2.777 -1.441 1.557
H -0.853 1.047 1.334
H -1.729 1.905 0.169
H -3.327 -1.475 0.654
H -3.266 0.214 1.698
H -1.852 -0.371 -1.838

The Löwdin scheme yields these atomic charges, measured in e: number 1, C, carries -0.046; number 2, C, carries -0.043; number 3, C, carries -0.091; number 4, C, carries -0.180; number 5, C, carries -0.058; number 6, C, carries 0.178; number 7, C, carries -0.248; number 8, N, carries 0.059; number 9, N, carries -0.147; number 10, H, carries 0.099; number 11, H, carries 0.134; number 12, H, carries 0.096; number 13, H, carries 0.077; number 14, H, carries 0.097; number 15, H, carries 0.169; number 16, H, carries 0.140; number 17, H, carries 0.125; number 18, H, carries 0.103; number 19, H, carries 0.123; number 20, H, carries 0.140; number 21, H, carries 0.158; number 22, H, carries 0.115

***

Record 3
F3Li4Sr2 | wB97M-V/def2-TZVPD

Computed properties:
- HOMO-LUMO gap: 1.8 eV
- Total charge: +5
- Electronic energy: -388.81344 a.u.

CARTESIAN COORDINATES (ANGSTROEM)
Sr 1.518 3.723 -1.220
Sr -4.383 -0.250 1.036
Li 0.807 -3.268 3.986
Li 3.747 -1.664 1.112
Li -0.264 -2.932 -3.614
Li 0.028 1.413 4.843
F 1.194 0.271 -4.759
F -2.963 3.019 -1.653
F 0.316 -0.311 0.269

The Löwdin scheme yields these atomic charges, measured in e: number 1, Sr, carries 1.832; number 2, Sr, carries 1.759; number 3, Li, carries 0.930; number 4, Li, carries 0.937; number 5, Li, carries 0.950; number 6, Li, carries 0.934; number 7, F, carries -0.711; number 8, F, carries -0.741; number 9, F, carries -0.891

***

Table of largest force on an atom (Eh/bohr), in record order: 0.074 0.075 0.031